1.
Here is a structure of composition C35H58IrN4OSi from the Open Molecules 2025 dataset. Energies are from ωB97M-V with the def2-TZVPD basis set.

Structure (XYZ):
```
100
Properties=species:S:1:pos:R:3:mulliken_spin:R:1
Ir -0.01617 0.47910 -0.35207 1.418
C 0.91494 0.41164 -2.98255 0.064
C 1.60539 -0.94238 -3.05810 0.055
C 2.97034 -0.93691 -2.36759 0.004
C 0.72297 -2.14172 -2.71366 0.140
C 0.40492 -2.96834 -3.77308 -0.063
C -0.27353 -4.15862 -3.57316 0.118
C -0.59564 -4.54081 -2.28518 -0.075
C -0.30182 -3.77678 -1.15844 0.070
C -0.81374 -4.39374 0.14824 0.007
C 0.25444 -5.01774 1.05576 0.014
C -1.84612 -3.53744 0.88584 -0.002
C 0.33857 -2.51413 -1.38315 0.070
N 0.58559 -1.53935 -0.43482 0.562
C 1.05389 -1.70843 0.92888 -0.095
C 2.21637 -0.77569 1.08925 0.404
C 3.45921 -0.94823 1.76436 0.009
C 4.01399 0.28961 1.79423 0.180
C 3.07309 1.20529 1.13185 0.219
N 2.02499 0.52091 0.68409 0.090
C 3.27203 2.68078 0.98917 0.059
C 3.90387 3.22321 2.28165 0.024
C 1.94904 3.38900 0.73172 0.063
C 4.23801 2.90719 -0.18929 0.038
H 1.47726 1.19151 -3.49751 0.000
H 0.92974 0.77121 -1.92274 -0.042
H -0.09657 0.38141 -3.37023 -0.008
H 1.81237 -1.06855 -4.12236 0.000
H 2.89693 -0.65280 -1.31718 0.035
H 3.63154 -0.21964 -2.85866 -0.001
H 3.43983 -1.91956 -2.42774 -0.001
H 0.71319 -2.68546 -4.77251 0.003
H -0.53483 -4.79288 -4.41068 0.004
H -1.11510 -5.47922 -2.14114 0.003
H -1.36816 -5.26315 -0.20198 -0.001
H 0.82417 -4.30759 1.64655 -0.002
H 0.95814 -5.61421 0.47211 -0.003
H -0.23573 -5.68448 1.76754 0.000
H -1.52793 -2.50867 1.03818 -0.002
H -2.06870 -3.97334 1.86235 0.000
H -2.77661 -3.49699 0.31730 -0.001
H 1.32659 -2.72414 1.17521 0.038
H 3.85946 -1.87004 2.15842 0.003
H 4.96212 0.57012 2.22745 -0.005
H 3.30353 2.96424 3.15668 -0.007
H 3.95846 4.31124 2.22044 0.005
H 4.91790 2.84941 2.43293 0.002
H 1.29376 3.33311 1.60574 -0.002
H 1.42057 2.94885 -0.11138 0.012
H 2.13353 4.44049 0.50115 -0.001
H 5.18795 2.39046 -0.03646 -0.001
H 4.44374 3.97480 -0.28493 0.005
H 3.80153 2.55567 -1.12708 -0.008
C -2.31632 2.67105 0.80456 0.106
Si -1.95014 1.90403 -0.86210 0.058
C -3.33791 0.64698 -1.28889 0.032
C -3.20061 0.05120 -2.69490 0.001
C -3.25690 -0.51792 -0.29545 0.075
C -4.72389 1.29248 -1.14163 0.014
C -1.68112 3.35080 -2.09139 0.024
C -2.88559 4.30180 -1.95727 0.009
C -1.53214 2.98292 -3.56979 -0.001
C -0.42365 4.12397 -1.68445 0.015
H -3.31748 3.11088 0.80308 0.012
H -1.60133 3.45993 1.05245 0.002
H -2.26320 1.90946 1.58383 -0.029
H -2.19966 -0.35948 -2.87330 0.007
H -3.42042 0.77440 -3.47738 -0.002
H -3.91296 -0.77441 -2.81111 0.000
H -2.34478 -1.10191 -0.43660 -0.043
H -4.10882 -1.19001 -0.46067 0.002
H -3.27924 -0.18910 0.74707 0.005
H -4.88899 2.11400 -1.83644 -0.003
H -4.90081 1.65990 -0.12842 0.000
H -5.48914 0.53529 -1.35066 0.005
H -3.80942 3.85711 -2.32370 -0.001
H -2.69865 5.19667 -2.56195 0.002
H -3.04720 4.63195 -0.92859 -0.002
H -2.40429 2.47259 -3.97035 0.000
H -0.65652 2.36553 -3.75340 0.002
H -1.40044 3.90190 -4.15392 0.000
H -0.43293 4.42455 -0.63403 0.008
H -0.35053 5.03640 -2.28757 0.001
H 0.48284 3.54086 -1.86771 0.004
N -0.61720 -0.02227 1.43115 0.191
C -0.00179 -1.03762 1.89610 0.067
N -0.13834 -1.51802 3.16069 0.021
C -1.13446 -0.92334 4.05132 0.017
C -0.45932 -0.44849 5.32093 0.002
O 0.26132 -1.50307 5.93828 0.000
C 1.26339 -2.00344 5.08012 -0.003
C 0.66480 -2.55331 3.79486 0.005
H -1.88697 -1.68105 4.29352 0.000
H -1.61665 -0.09711 3.53498 -0.002
H -1.19940 -0.10717 6.04120 0.001
H 0.22105 0.38169 5.08973 0.000
H 1.78445 -2.79254 5.61970 0.000
H 1.97907 -1.20610 4.83358 0.001
H 0.03611 -3.41929 4.02703 0.000
H 1.47288 -2.88094 3.14407 -0.001
```

Properties
E_LUMO (alpha / beta) = -2.226 / -4.870 eV
Kohn-Sham gap (alpha / beta) = 8.41 / 5.79 eV
total charge = +1
multiplicity = 5
relative energy (zero: lowest compared OMol25 entry of this formula, charge and spin) = 1.206 eV
DFT total energy = -55951.9171 eV
HOMO (alpha / beta) = -10.6 / -10.7 eV

2.
Here is an isolated molecule of C4H8O2 from the Open Molecules 2025 dataset. Energies are from ωB97M-V with the def2-TZVPD basis set.

Structure (XYZ):
```
14
Properties=species:S:1:pos:R:3:nbo_charge:R:1
C -1.80792 0.07779 0.64839 -0.617
C -0.44304 -0.01434 0.01242 0.045
C 0.08833 -1.20057 -0.55780 -0.125
O 1.96826 -0.24280 0.18753 -0.749
C 1.68525 0.91376 -0.35210 0.217
O 0.11812 1.12957 -0.40465 -0.551
H -2.10716 -0.87459 1.09670 0.218
H -1.80137 0.85580 1.41475 0.233
H -2.54670 0.34924 -0.11126 0.229
H 0.37332 -0.45433 0.79854 0.376
H -0.19066 -2.15576 -0.11777 0.212
H 0.72092 -1.22627 -1.43495 0.235
H 1.98498 1.79371 0.23532 0.154
H 1.95767 1.04876 -1.41512 0.123
```

Properties
E_LUMO = -0.199 eV
Kohn-Sham gap = 8.70 eV
total charge = 0
relative energy (zero: lowest compared OMol25 entry of this formula, charge and spin) = 4.870 eV
DFT total energy = -8368.4112 eV
HOMO = -8.9 eV